This record from the OMol25 dataset describes C18H40BrN2 as an isolated structure. The level of theory is ωB97M-V/def2-TZVPD.

ORCA input file:
```
! wB97M-V def2-TZVPD RIJCOSX def2/J DEFGRID3
* xyz 1 1
C -2.57 -1.69 -1.99
C -1.52 -0.95 -1.01
C -1.18 -1.76 0.23
C -0.50 -0.84 1.27
N 0.54 -1.57 2.09
C 1.21 -0.54 3.03
C 1.51 -1.30 4.38
C 0.87 -2.66 4.19
C -0.05 -2.53 3.07
C 1.60 -2.18 1.14
H -2.61 -1.39 -3.04
H -3.59 -1.59 -1.64
H -2.35 -2.76 -2.08
H -2.06 -0.10 -0.59
H -0.59 -0.67 -1.51
H -0.64 -2.69 0.04
H -2.04 -2.32 0.59
H -1.22 -0.35 1.93
H 0.16 -0.09 0.84
H 2.09 -0.07 2.61
H 0.42 0.20 3.16
H 2.59 -1.34 4.55
H 1.14 -0.91 5.33
H 1.69 -3.29 3.83
H 0.50 -2.90 5.19
H -0.29 -3.41 2.48
H -0.98 -2.23 3.56
H 2.46 -2.23 1.80
H 1.70 -1.56 0.25
H 1.25 -3.13 0.74
C 0.82 -0.72 -3.92
C 1.75 -0.65 -2.60
C 1.77 0.78 -1.91
C 0.44 0.83 -1.01
N 0.06 2.30 -0.55
C -1.33 2.32 0.06
C -2.44 2.50 -0.90
C -1.65 2.96 -2.22
C -0.21 3.23 -1.82
C 1.22 2.90 0.28
H 0.15 -1.58 -3.98
H 1.24 -0.63 -4.92
H 0.11 0.11 -3.87
H 2.78 -0.95 -2.78
H 1.33 -1.35 -1.88
H 1.83 1.49 -2.73
H 2.72 1.00 -1.42
H 0.56 0.23 -0.11
H -0.47 0.42 -1.44
H -1.25 3.19 0.71
H -1.31 1.43 0.69
H -3.27 3.14 -0.58
H -2.84 1.49 -1.02
H -2.06 3.78 -2.81
H -1.68 2.21 -3.00
H -0.30 4.28 -1.55
H 0.55 3.17 -2.60
H 0.82 3.87 0.59
H 2.04 3.18 -0.39
H 1.43 2.24 1.12
Br -0.33 1.71 2.16
*
```

Properties
- Energy above the lowest of the compared OMol25 structures with the same formula, charge and spin: 930.7 kJ/mol
- Gap between HOMO and LUMO: 7.80 eV

Atom charges from the Mulliken analysis, given in e for atoms 1 to 2: atom 1 (C): -1.886, atom 2 (C): 1.128

---

This record from the OMol25 dataset describes a 5-piece molecular cluster, C18H40NO12S4 overall. The level of theory is ωB97M-V/def2-TZVPD.

ORCA input file:
```
! wB97M-V def2-TZVPD RIJCOSX def2/J DEFGRID3
* xyz 1 1
C 0.87 -6.29 -2.48
C 0.03 -5.73 -3.12
C -1.07 -5.28 -4.00
C -1.57 -6.30 -5.03
N -2.65 -6.86 -4.70
C -3.08 -6.39 -3.38
C -2.41 -5.02 -3.18
H 1.42 -7.00 -1.89
H -0.81 -4.36 -4.55
H -1.07 -6.49 -5.98
H -3.18 -7.55 -5.23
H -4.16 -6.36 -3.15
H -2.73 -7.19 -2.70
H -2.18 -4.72 -2.16
H -3.06 -4.34 -3.73
O 5.81 -4.31 -0.08
S 5.16 -4.84 -1.24
O 4.98 -6.25 -1.41
O 5.86 -4.24 -2.54
C 7.29 -4.39 -2.68
C 7.68 -5.79 -3.09
C 3.60 -4.05 -1.45
H 7.79 -4.09 -1.76
H 7.60 -3.69 -3.45
H 7.46 -6.51 -2.30
H 8.75 -5.85 -3.30
H 7.12 -6.11 -3.97
H 3.73 -2.97 -1.36
H 2.94 -4.42 -0.66
H 3.21 -4.31 -2.42
O -3.44 -1.49 -2.47
S -2.18 -0.85 -2.18
O -1.80 -0.55 -0.84
O -2.04 0.45 -3.07
C -3.08 1.45 -3.01
C -3.02 2.27 -1.75
C -0.89 -1.78 -2.93
H -4.06 0.98 -3.13
H -2.93 2.09 -3.88
H -3.25 1.67 -0.87
H -3.74 3.09 -1.79
H -2.02 2.69 -1.61
H -1.16 -1.98 -3.96
H -0.79 -2.71 -2.38
H 0.04 -1.21 -2.87
O -0.90 3.95 2.95
S -1.54 2.74 2.53
O -2.70 2.77 1.70
O -1.85 1.86 3.82
C -2.60 2.45 4.90
C -4.08 2.54 4.58
C -0.35 1.67 1.80
H -2.19 3.43 5.15
H -2.45 1.81 5.76
H -4.26 3.24 3.76
H -4.64 2.88 5.45
H -4.46 1.57 4.26
H 0.52 1.62 2.46
H -0.07 2.09 0.84
H -0.80 0.69 1.67
O -1.25 9.40 5.61
S 0.13 9.00 5.59
O 1.12 9.78 4.93
O 0.22 7.50 5.07
C -0.39 7.19 3.80
C 0.46 7.68 2.64
C 0.66 8.69 7.25
H -1.40 7.59 3.74
H -0.46 6.10 3.75
H 0.49 8.77 2.60
H 0.05 7.32 1.69
H 1.49 7.32 2.73
H -0.08 8.06 7.74
H 0.73 9.65 7.75
H 1.63 8.20 7.22
*
```

Properties
- Gap between HOMO and LUMO: 6.61 eV

Atom charges from the Mulliken analysis, given in e for atoms 1 to 2: atom 1 (C): 0.303, atom 2 (C): -1.074

---

This record from the OMol25 dataset describes C18H40O9Si2 as an isolated structure. The level of theory is ωB97M-V/def2-TZVPD.

ORCA input file:
```
! wB97M-V def2-TZVPD RIJCOSX def2/J DEFGRID3
* xyz 0 1
C 1.23 0.24 4.47
C 2.54 0.72 3.90
O 3.52 0.07 3.90
O 2.56 1.99 3.42
C 1.83 2.16 2.19
C 1.80 3.64 1.82
C 1.29 4.57 2.92
C -0.20 4.98 2.89
C -1.26 4.04 2.28
C -1.71 2.88 3.20
C -3.23 2.65 3.17
C -3.83 2.41 1.77
Si -3.34 0.83 0.91
O -2.06 1.07 -0.13
Si -0.65 0.20 -0.09
H 0.43 0.97 4.30
H 0.96 -0.71 4.00
H 1.36 0.09 5.54
H 0.82 1.74 2.28
H 2.36 1.60 1.40
H 2.83 3.92 1.57
H 1.22 3.75 0.90
H 1.54 4.16 3.90
H 1.87 5.50 2.85
H -0.29 5.95 2.38
H -0.52 5.16 3.92
H -0.96 3.65 1.30
H -2.14 4.66 2.09
H -1.44 3.12 4.24
H -1.21 1.94 2.96
H -3.47 1.79 3.80
H -3.71 3.52 3.64
H -3.62 3.25 1.10
H -4.93 2.37 1.86
H -2.97 -0.22 1.89
H -4.48 0.33 0.11
H -0.45 -0.30 1.29
H 0.47 1.13 -0.38
H -0.65 -0.90 -1.06
C 3.93 -1.97 0.17
C 2.64 -2.17 -0.60
O 2.86 -2.92 -1.81
C 2.91 -4.24 -1.67
O 2.80 -4.85 -0.63
O 3.19 -4.78 -2.86
C 3.34 -6.20 -2.84
H 4.69 -1.52 -0.46
H 3.75 -1.32 1.03
H 4.31 -2.93 0.54
H 2.25 -1.21 -0.94
H 1.88 -2.66 0.00
H 2.47 -6.68 -2.39
H 4.23 -6.49 -2.29
H 3.43 -6.50 -3.88
C -2.83 -0.61 -6.53
C -3.42 -1.92 -6.05
O -2.39 -2.86 -5.68
C -1.87 -2.68 -4.46
O -2.20 -1.84 -3.66
O -0.93 -3.60 -4.28
C -0.25 -3.50 -3.02
H -2.12 -0.79 -7.34
H -3.62 0.04 -6.90
H -2.31 -0.10 -5.72
H -3.96 -2.42 -6.85
H -4.09 -1.77 -5.21
H -0.96 -3.48 -2.20
H 0.37 -2.60 -3.00
H 0.39 -4.37 -2.95
*
```

Properties
- Gap between HOMO and LUMO: 11.08 eV

Atom charges from the Mulliken analysis, given in e for atoms 1 to 2: atom 1 (C): -0.581, atom 2 (C): 0.545

---

This record from the OMol25 dataset describes C18H40P2SiTi as an isolated structure. The level of theory is ωB97M-V/def2-TZVPD.

ORCA input file:
```
! wB97M-V def2-TZVPD RIJCOSX def2/J DEFGRID3
* xyz 0 3
P -1.02 -2.68 -3.77
P -0.36 0.77 -4.47
C -1.45 -1.54 -5.20
C -0.26 -0.69 -5.61
H -2.37 -0.95 -4.91
H -1.68 -2.25 -6.02
H 0.73 -1.20 -5.48
H -0.34 -0.37 -6.67
C -1.69 1.77 -5.39
H -1.41 2.83 -5.54
H -2.61 1.70 -4.80
H -1.82 1.34 -6.41
C 0.76 1.64 -6.01
H 0.23 1.45 -6.96
H 1.77 1.20 -6.06
H 0.91 2.73 -5.94
C -2.52 -3.65 -4.00
H -2.08 -4.63 -4.17
H -3.04 -3.29 -4.91
H -3.20 -3.62 -3.15
C 0.53 -3.58 -4.21
H 1.40 -2.90 -4.18
H 0.52 -4.10 -5.18
H 0.69 -4.39 -3.47
Ti -1.42 -0.89 -2.59
C 1.34 4.59 -3.48
C 0.37 3.73 -3.29
C 0.21 2.67 -2.19
C 1.46 1.75 -1.95
C 2.79 1.84 -2.66
C 2.99 2.08 -4.00
C 3.42 3.45 -4.36
C 2.82 4.44 -3.29
C -0.31 -2.24 -1.19
H 0.99 5.54 -3.94
H -0.51 3.66 -3.99
H -0.65 1.98 -2.45
H -0.17 3.09 -1.23
H 1.59 1.67 -0.84
H 1.10 0.76 -2.35
H 3.56 1.28 -2.08
H 3.28 1.25 -4.67
H 2.98 3.63 -5.36
H 4.51 3.62 -4.35
H 2.99 4.13 -2.25
H 3.36 5.40 -3.37
H 0.40 -1.73 -0.52
H 0.30 -2.90 -1.83
H -0.96 -2.89 -0.58
C -0.01 0.38 1.15
Si -1.60 -0.08 0.15
C -2.46 -1.47 1.11
C -2.63 1.49 0.50
H 0.49 -0.54 1.47
H -0.30 0.91 2.08
H 0.76 1.00 0.67
H -1.66 -2.04 1.62
H -3.13 -1.04 1.88
H -3.01 -2.09 0.39
H -2.33 1.96 1.45
H -2.60 2.24 -0.29
H -3.68 1.20 0.63
*
```

Properties
- Energy above the lowest of the compared OMol25 structures with the same formula, charge and spin: 154.9 kJ/mol
- Expectation value of S²: 2.02
- Gap between HOMO and LUMO (spin up / spin down): 5.62 / 5.55 eV

Atom charges from the Mulliken analysis, given in e for atoms 1 to 2: atom 1 (P): 1.459, atom 2 (P): 0.691